# 1
Below is a cluster of 2 separate species, C6H10O in total, with properties calculated with wB97M-V/def2-TZVPD.

- SMILES: C=C1C=CC[C@H]1O.[H][H]
- Energy above the lowest of the compared OMol25 structures with the same formula, charge and spin: 178.9 kJ/mol
- Total charge: 0
- HOMO-LUMO gap: 10.0 eV
- Max |F|: 0.344 eV/A
- LUMO level: 0.0395 Eh

```
17
Properties=species:S:1:pos:R:3:forces:R:3
C 2.073706 0.023345 0.199568 -0.093 0.142 0.128
C 0.770571 0.191897 0.421969 0.281 -0.124 -0.132
C -0.092139 -0.779110 1.107955 0.024 -0.122 -0.033
C -1.286823 -0.806914 0.511641 -0.150 0.142 0.202
C -1.418686 0.277671 -0.534552 0.012 0.037 -0.027
C -0.154588 1.143959 -0.316665 0.130 -0.152 -0.280
O -0.434184 2.321369 0.417623 -0.112 0.016 0.311
H 2.622460 0.632334 -0.511406 -0.067 0.098 0.162
H 2.615628 -0.797087 0.662598 -0.030 0.160 0.052
H 0.270852 -1.467926 1.865087 -0.115 0.074 -0.122
H -2.073661 -1.527137 0.717701 0.092 0.151 0.034
H -1.426321 -0.146415 -1.546382 -0.038 0.008 0.126
H -2.328467 0.879130 -0.418024 0.157 -0.094 -0.057
H 0.293357 1.495239 -1.248520 -0.089 -0.096 0.048
H -0.778328 2.044545 1.276950 0.041 0.127 -0.027
H 0.994299 -1.556395 -1.334524 -0.110 -0.207 -0.192
H 0.352328 -1.928506 -1.271012 0.066 -0.161 -0.193
```
Positions in Å, forces in eV/Å.

# 2
Below is an isolated molecule of C17H23N3O3 at a distorted geometry, with properties calculated with wB97M-V/def2-TZVPD.

- SMILES: CC(C)C[C@H](NC(=O)[C@@H](N)Cc1c[nH]c2ccccc12)C(=O)O
- Energy above the lowest of the compared OMol25 structures with the same formula, charge and spin: 459.5 kJ/mol
- Total charge: 0
- HOMO-LUMO gap: 8.0 eV
- Max |F|: 5.421 eV/A
- LUMO level: 0.0196 Eh

```
46
Properties=species:S:1:pos:R:3:forces:R:3
C -3.822825 -2.148494 -0.827232 5.001 -1.480 1.478
C -2.731459 -0.994328 -0.873262 -1.147 0.883 -0.556
C -2.331615 -0.417247 -2.264361 -2.497 4.525 0.387
C -3.121179 0.144638 0.107720 -0.639 -0.123 2.022
C -2.228281 0.493245 1.314322 1.293 -0.166 -0.722
N -1.011989 1.277013 0.964708 -0.047 -0.852 1.318
C -0.673517 2.027016 -0.088776 -2.335 2.513 -1.225
O -1.400983 2.237184 -1.101813 1.888 -0.682 1.809
C 0.647314 2.875538 0.117267 0.081 -2.009 0.898
N 0.989881 3.044542 1.541968 -0.764 -0.636 -1.514
C 1.693205 2.074053 -0.719725 -1.122 0.986 0.826
C 1.789279 0.635939 -0.597686 -1.747 -2.561 0.915
C 0.816064 -0.348257 -0.823084 0.200 2.092 -1.144
N 1.300776 -1.593163 -0.695497 3.243 0.078 0.837
C 2.690220 -1.484588 -0.262335 -2.462 0.968 0.112
C 3.618220 -2.450817 0.052290 -0.750 -2.378 -0.264
C 4.850254 -1.973361 0.431134 0.529 1.219 0.776
C 5.119408 -0.603845 0.543606 -2.101 1.964 -1.550
C 4.216220 0.436259 0.111765 0.276 -4.521 1.299
C 2.927976 -0.061185 -0.161303 1.289 -0.672 -0.969
C -1.837969 -0.783397 2.222797 -0.701 1.958 -3.366
O -0.837431 -0.797188 2.838869 0.780 -0.814 1.158
O -2.665402 -1.814631 1.919934 -0.170 0.370 1.658
H -3.432959 -3.104810 -1.283607 -0.573 1.187 -0.127
H -4.717839 -1.863388 -1.145563 -3.751 1.154 -1.939
H -3.969428 -2.476168 0.214949 0.124 0.291 -0.339
H -1.864388 -1.436503 -0.483220 1.353 -0.700 0.757
H -1.989283 -1.068710 -2.959918 1.073 -2.686 -1.772
H -3.316796 0.015955 -2.780242 1.957 -0.659 1.110
H -1.550098 0.497365 -2.319716 -2.124 -2.079 0.757
H -3.386899 1.139587 -0.216780 0.013 -0.055 -1.268
H -4.006911 -0.072103 0.760713 -0.292 -0.488 -1.246
H -2.906959 1.105918 1.890710 0.149 0.516 0.615
H -0.344006 1.402689 1.722642 -0.104 -0.189 0.007
H 0.570856 3.790995 -0.446494 -0.542 0.499 0.206
H 0.643420 3.843253 2.038052 0.236 0.112 -0.055
H 1.850060 2.633987 1.823850 0.526 0.149 0.300
H 2.634755 2.580432 -0.648829 0.598 0.191 -0.306
H 1.223214 2.160481 -1.650028 -0.029 0.940 -2.013
H -0.170488 -0.312068 -1.293770 0.433 0.550 0.605
H 0.648319 -2.293652 -0.450710 -0.090 -1.150 0.153
H 3.358098 -3.597446 0.016208 0.638 2.497 -0.015
H 5.677819 -2.558279 0.746091 0.245 -1.056 0.122
H 6.016734 -0.220034 0.929546 1.467 -0.145 0.317
H 4.549499 1.431626 0.097669 0.003 1.212 0.053
H -3.512875 -1.374066 1.687160 0.592 -0.750 -0.104
```
Positions in Å, forces in eV/Å.

# 3
Below is an isolated molecule of C4H7N3 at a distorted geometry, with properties calculated with wB97M-V/def2-TZVPD.

- Energy above the lowest of the compared OMol25 structures with the same formula, charge and spin: 177.9 kJ/mol
- Total charge: 0
- HOMO-LUMO gap: 9.7 eV
- Max |F|: 1.202 eV/A
- LUMO level: 0.0193 Eh

```
14
Properties=species:S:1:pos:R:3:forces:R:3
C 0.625148 -1.208748 1.846919 0.008 -0.019 0.023
C 0.604616 -0.265356 0.650830 0.121 0.043 -0.048
N -0.776312 -0.153246 0.169836 -0.300 0.035 -0.117
C -1.310017 0.448587 -0.885992 0.365 -0.109 0.219
N -0.378431 1.089387 -1.674242 -0.135 -0.028 -0.053
C -0.829976 1.681773 -2.802771 -0.298 0.461 -0.886
N -1.216704 2.183011 -3.774171 0.477 -0.477 0.994
H 0.287779 -2.208401 1.551883 0.063 0.145 0.044
H -0.042245 -0.839647 2.634102 0.116 -0.044 -0.101
H 1.628294 -1.297790 2.271145 -0.121 0.036 -0.098
H 1.249926 -0.655395 -0.147872 -0.121 0.059 0.091
H 0.985446 0.723759 0.938327 -0.075 -0.125 -0.058
H -1.456473 -0.624837 0.748428 0.071 0.066 -0.062
H 0.628950 1.126902 -1.526422 -0.171 -0.043 0.050
```
Positions in Å, forces in eV/Å.

# 4
Below is a structure of composition C17H21CrN4O6S3, with properties calculated with wB97M-V/def2-TZVPD.

- ⟨S²⟩: 0.76
- Energy above the lowest of the compared OMol25 structures with the same formula, charge and spin: 0.0 kJ/mol
- Total charge: 0
- Spin multiplicity: 2
- HOMO-LUMO gap (spin up / spin down): 7.4 / 7.9 eV
- Max |F|: 0.334 eV/A
- LUMO level (spin up / spin down): -0.0259 / -0.0057 Eh

```
52
Properties=species:S:1:pos:R:3:forces:R:3
Cr -0.092566 1.683609 0.849927 0.307 0.018 0.022
O -0.849594 0.463260 2.460340 0.078 -0.087 -0.051
C -1.830409 1.245103 3.168200 -0.092 0.045 0.109
C -1.158498 2.561078 3.478616 -0.096 -0.076 -0.013
N -0.582984 3.143320 2.247137 0.039 0.061 0.156
C 0.711648 3.781085 2.569186 0.044 0.011 -0.016
C 1.772185 2.682978 2.648819 0.097 0.088 0.116
O 2.705465 2.741580 3.409724 -0.029 0.053 0.005
O 1.559738 1.730446 1.774460 -0.193 -0.111 -0.171
C -1.454595 4.050872 1.493117 -0.025 0.012 -0.112
C -0.834127 4.217811 0.097367 -0.047 0.154 -0.009
O -1.012342 5.195375 -0.576840 -0.050 0.023 0.047
O -0.095030 3.183212 -0.266290 -0.084 -0.311 0.090
H -1.294009 -0.310091 2.077555 -0.023 0.035 -0.132
H -2.117912 0.729092 4.086652 0.044 0.023 -0.032
H -2.711600 1.370813 2.534402 0.044 -0.004 0.052
H -0.332723 2.377293 4.167654 -0.036 0.007 0.003
H -1.855085 3.254471 3.958581 0.018 -0.009 -0.016
H 0.659942 4.364039 3.490619 0.020 -0.034 -0.017
H 0.995846 4.443809 1.749365 -0.009 0.010 0.046
H -1.574621 5.021768 1.981003 0.014 -0.014 -0.039
H -2.436661 3.587427 1.366130 0.007 0.046 0.020
S -0.350680 -2.463973 -4.073615 -0.031 0.029 -0.073
C -1.017574 -1.766298 -2.726632 0.060 0.015 -0.096
S -1.659311 -0.148326 -2.687163 -0.014 -0.079 0.044
C -1.883862 -0.275549 -0.965188 -0.018 0.116 0.133
N -1.591496 -1.433131 -0.486496 0.010 0.129 0.123
N -1.125512 -2.265792 -1.474005 -0.045 -0.106 -0.094
C -0.739442 -3.575275 -1.058843 0.068 -0.061 0.032
C -0.015373 -3.708012 0.117573 0.000 0.020 -0.040
C 0.350278 -4.971961 0.550414 0.007 -0.009 0.004
C -0.004056 -6.091204 -0.189486 -0.007 0.015 0.011
C -0.732939 -5.944013 -1.360188 0.003 -0.008 -0.003
C -1.108902 -4.685119 -1.801069 -0.001 -0.002 0.014
S -2.324355 1.088140 0.012043 -0.069 0.115 -0.218
H 0.244545 -2.823742 0.683300 0.023 0.000 0.006
H 0.915334 -5.080961 1.466250 0.006 -0.001 0.012
H 0.282055 -7.077066 0.149661 0.016 -0.027 0.006
H -1.016049 -6.814396 -1.936057 -0.009 -0.016 -0.008
H -1.675254 -4.562720 -2.711716 -0.007 0.001 -0.003
C 2.452922 -1.146425 -2.042690 0.055 -0.111 -0.015
N 1.993849 0.176413 -2.425742 0.024 0.139 0.100
C 2.451807 0.694166 -3.701580 -0.063 -0.003 -0.046
C 1.235243 0.907193 -1.631120 -0.163 -0.053 -0.203
O 0.792438 0.504921 -0.539001 0.058 0.005 0.146
H 2.229927 -1.847748 -2.846699 -0.010 -0.001 0.050
H 1.940296 -1.455282 -1.137756 -0.006 -0.024 0.020
H 3.529421 -1.126141 -1.860099 -0.017 0.002 0.006
H 3.533553 0.837362 -3.687357 -0.010 -0.017 -0.025
H 1.964054 1.644926 -3.906698 0.039 0.013 0.011
H 2.185367 -0.009815 -4.490237 0.017 -0.002 -0.003
H 0.971648 1.901481 -2.005525 0.060 -0.019 0.048
```
Positions in Å, forces in eV/Å.

# 5
Below is the ion C8H18N3O with charge +1 at a distorted geometry, with properties calculated with wB97M-V/def2-TZVPD.

- SMILES: CCC(CC)/C(O)=[N+](N)\C=C/N
- Energy above the lowest of the compared OMol25 structures with the same formula, charge and spin: 133.3 kJ/mol
- Total charge: +1
- HOMO-LUMO gap: 9.3 eV
- Max |F|: 8.523 eV/A
- LUMO level: -0.1264 Eh

```
30
Properties=species:S:1:pos:R:3:forces:R:3
C -1.265456 -1.778234 1.399501 -0.891 1.711 0.816
C -1.163277 -0.185388 1.333700 2.640 -2.660 0.934
C -0.630456 0.149670 -0.083394 -1.362 3.703 1.420
C -1.714474 0.339787 -1.147635 -1.304 -1.241 1.023
C -2.662606 1.545703 -0.784457 1.293 -1.220 0.719
C 0.508374 -0.583664 -0.473157 1.467 -6.806 -4.917
O 0.385886 -1.648507 -1.649612 -0.937 3.054 2.622
N 1.713046 -0.789959 -0.065171 -0.556 3.076 2.752
N 2.633054 -1.544636 -0.655861 2.001 -3.860 -2.440
C 2.240205 0.123881 0.977994 0.331 -1.361 0.458
C 2.340234 1.428875 0.724586 0.211 -0.447 -0.990
N 1.954548 2.050270 -0.397982 -1.319 -1.087 -2.189
H -0.300740 -2.112936 1.041991 -0.180 -0.838 -0.097
H -1.384678 -2.064030 2.457901 0.015 -0.127 -0.528
H -2.160351 -2.142517 0.828762 1.087 0.136 0.341
H -0.310582 0.143625 2.057081 -1.737 -0.550 -0.989
H -2.096612 0.229463 1.648481 -0.355 0.728 -0.315
H -0.220903 1.159841 0.071858 -0.035 0.165 -0.176
H -1.242897 0.547338 -2.126589 -0.520 -0.462 0.296
H -2.336871 -0.653100 -1.086606 0.948 1.756 -0.837
H -3.400553 1.500726 -1.557543 -0.785 0.545 -0.090
H -2.065929 2.452616 -0.829095 -0.130 0.258 -0.261
H -3.079700 1.510109 0.256770 0.133 -0.267 -1.198
H -0.557184 -1.717652 -1.905586 0.565 0.215 0.240
H 3.352203 -2.092381 -0.036379 -2.268 1.725 -1.206
H 2.241369 -2.114859 -1.512592 0.945 1.422 2.621
H 2.754177 -0.356489 1.829058 -0.625 0.245 -0.678
H 2.878670 2.049505 1.392720 0.177 0.418 0.888
H 1.546297 1.512623 -1.236245 1.127 1.479 1.996
H 2.045219 3.040308 -0.472504 0.064 0.288 -0.217
```
Positions in Å, forces in eV/Å.

# 6
Below is a cluster of 2 separate species, C6H14NO in total at a distorted geometry, with properties calculated with wB97M-V/def2-TZVPD.

- Energy above the lowest of the compared OMol25 structures with the same formula, charge and spin: 310.4 kJ/mol
- Total charge: +1
- HOMO-LUMO gap: 7.8 eV
- Max |F|: 2.222 eV/A
- LUMO level: -0.2687 Eh

```
22
Properties=species:S:1:pos:R:3:forces:R:3
C 1.012099 0.626761 2.406975 0.258 -0.346 -2.180
C -0.386754 1.221897 2.255444 1.505 -0.462 0.625
C -0.674356 1.677585 0.798759 -0.575 0.140 -1.405
C -0.120912 0.838383 -0.258989 0.264 -1.045 0.989
C -0.872703 -0.242969 -0.822303 -0.144 0.566 0.839
N -0.373223 -0.922345 -1.781335 -0.165 1.111 -0.714
C -1.300598 -1.669590 -2.573071 -0.262 -1.391 1.085
H 1.106347 -0.261924 1.772297 -0.277 -0.407 0.451
H 1.347297 0.383865 3.392957 -0.054 0.138 0.607
H 1.739667 1.233118 1.867691 0.253 0.592 0.616
H -0.413349 2.098238 2.894109 -0.662 0.109 -0.026
H -1.099054 0.459230 2.548269 -0.414 0.244 0.049
H -0.291400 2.662203 0.556940 0.191 0.485 0.589
H -1.760567 1.684608 0.687513 -0.074 0.091 -0.013
H 0.886908 0.999505 -0.636522 -0.042 0.018 -0.029
H -1.876393 -0.373242 -0.414272 -0.190 -0.099 -0.388
H -1.455678 -1.163713 -3.522488 0.212 0.021 -0.163
H -2.246025 -1.829325 -2.046904 -0.175 0.307 -0.207
H -0.880349 -2.663168 -2.711309 0.183 -0.013 -0.578
H 1.503723 -1.194516 -1.022697 0.362 -0.132 0.067
H 2.858361 -1.624187 -0.434121 -0.055 0.151 0.122
O 2.078919 -1.083715 -0.249175 -0.138 -0.079 -0.337
```
Positions in Å, forces in eV/Å.

# 7
Below is an isolated molecule of C6H11N at a distorted geometry, with properties calculated with wB97M-V/def2-TZVPD.

- SMILES: C=CNC/C=C/C
- Energy above the lowest of the compared OMol25 structures with the same formula, charge and spin: 204.8 kJ/mol
- Total charge: 0
- HOMO-LUMO gap: 8.7 eV
- Max |F|: 1.263 eV/A
- LUMO level: 0.0402 Eh

```
18
Properties=species:S:1:pos:R:3:forces:R:3
C -0.375448 1.465033 3.241618 0.372 -0.007 -0.423
C 0.058547 0.395654 2.548011 -1.159 0.485 0.129
N -0.005247 0.311560 1.179666 0.516 -0.145 0.828
C 0.191672 -0.941715 0.496291 -0.805 -0.429 0.343
C 0.570101 -0.830089 -0.944907 -0.734 -0.293 -0.777
C 0.031483 0.035090 -1.800347 -0.202 -0.250 0.850
C 0.018672 -0.196901 -3.273405 0.268 0.758 -0.850
H -0.945276 2.238020 2.736072 0.364 0.250 -0.028
H -0.003278 1.669290 4.229343 -0.478 -0.295 0.403
H 0.264691 -0.518311 3.086255 0.972 -0.072 -0.118
H -0.369653 1.143902 0.746932 0.090 -0.318 -0.468
H -0.746422 -1.524356 0.570063 -0.034 0.036 -0.493
H 0.844703 -1.616643 1.059163 0.546 0.643 0.021
H 1.035180 -1.688861 -1.418825 0.355 -0.130 0.362
H -0.604209 0.801693 -1.367577 0.043 0.287 -0.328
H -0.547715 -1.092470 -3.504603 0.014 -0.225 -0.098
H 1.010016 -0.262573 -3.726710 0.126 -0.373 0.298
H -0.427810 0.611676 -3.857037 -0.252 0.077 0.348
```
Positions in Å, forces in eV/Å.